No. 1
Entry from OMol25: a structure of composition C57H36BrN6O2Pb (the ωB97M-V functional and the def2-TZVPD basis).

Structure (XYZ):
```
103
Properties=species:S:1:pos:R:3:mulliken_charge:R:1
Pb 0.176 0.768 -0.767 1.061
C -2.616 4.403 7.228 -0.463
C -3.406 4.661 6.117 -0.927
C -3.224 3.931 4.952 -0.421
C -2.244 2.937 4.886 0.293
C -1.458 2.679 6.013 -0.525
C -1.643 3.411 7.174 -0.902
C -2.068 2.207 3.627 1.464
C -1.434 0.891 3.562 -1.337
C -1.339 -0.208 4.379 -0.702
C -0.266 -0.996 3.902 -1.357
C 0.274 -0.372 2.794 0.179
N -0.452 0.776 2.564 1.919
C 1.625 -0.642 2.245 -0.848
C 1.781 -1.586 1.079 2.308
C 1.638 -3.067 1.367 -1.398
C 0.728 -3.571 0.548 -1.154
C 0.178 -2.450 -0.262 0.632
C -0.955 -2.548 -1.176 -0.358
C -1.007 -3.567 -2.202 1.332
C 0.022 -4.519 -2.361 -0.507
C -0.020 -5.453 -3.377 -0.971
C -1.077 -5.462 -4.281 -0.431
C -2.080 -4.505 -4.170 -0.984
C -2.042 -3.565 -3.159 -0.571
C -2.031 -1.615 -0.932 0.342
N -1.790 -0.415 -0.381 0.214
C -2.984 0.120 -0.016 0.290
C -3.070 1.253 0.807 0.488
C -4.424 1.745 1.192 -0.292
C -5.037 2.726 0.424 -0.102
C -6.277 3.224 0.803 -0.930
C -6.902 2.737 1.941 -0.543
C -6.294 1.741 2.697 -0.915
C -5.056 1.243 2.325 0.090
C -0.568 1.611 1.340 -0.796
C -0.051 3.071 1.501 -0.511
C -1.247 3.947 2.082 -0.428
C -2.177 2.826 2.424 -0.392
N -2.031 1.890 1.318 0.306
C -4.035 -0.762 -0.379 -0.872
C -3.442 -1.857 -0.958 -1.789
N 0.750 -1.335 0.065 -0.126
C 2.753 -0.015 2.894 1.124
C 4.050 -0.575 2.865 -0.647
C 5.110 0.037 3.508 -0.776
C 4.922 1.227 4.201 -0.724
C 3.647 1.776 4.275 -0.907
C 2.579 1.160 3.651 0.090
H -2.758 4.974 8.137 0.414
H -4.178 5.418 6.163 0.423
H -3.855 4.101 4.087 0.453
H -0.686 1.920 5.967 0.424
H -1.028 3.205 8.042 0.429
H -1.948 -0.403 5.250 0.591
H 0.136 -1.886 4.365 0.664
H 2.235 -3.578 2.111 0.728
H 0.376 -4.590 0.500 0.756
H 0.878 -4.517 -1.703 0.414
H 0.782 -6.172 -3.477 0.421
H -1.104 -6.191 -5.080 0.399
H -2.888 -4.482 -4.890 0.406
H -2.802 -2.797 -3.125 0.541
H -4.547 3.098 -0.469 0.509
H -6.753 3.989 0.204 0.441
H -7.866 3.128 2.239 0.441
H -6.783 1.355 3.582 0.451
H -4.576 0.467 2.911 0.492
H 0.923 3.127 1.986 0.560
H -1.021 4.604 2.917 0.886
H -5.087 -0.603 -0.192 0.660
H -3.926 -2.763 -1.285 0.715
H 4.219 -1.517 2.361 0.429
H 6.090 -0.424 3.476 0.452
H 5.755 1.712 4.693 0.423
H 3.484 2.690 4.832 0.472
H 1.590 1.588 3.747 0.393
N 0.343 9.092 -0.375 -0.479
C 0.157 7.961 -0.282 -0.206
C -0.082 6.542 -0.174 0.580
C 0.849 5.636 -0.863 -1.275
C 0.841 4.342 -0.527 -0.001
N -0.184 3.811 0.235 0.423
C -1.332 4.629 0.694 0.725
C -1.057 6.096 0.623 -1.459
H 1.596 6.043 -1.526 0.443
H 1.623 3.652 -0.828 0.339
H -2.251 4.382 0.148 0.256
H -1.655 6.772 1.222 0.429
Br 9.160 -0.252 -2.303 -0.148
C 7.402 -0.286 -1.628 0.102
C 6.949 -1.419 -0.969 -0.850
C 5.659 -1.438 -0.468 -0.169
C 4.833 -0.327 -0.621 0.182
C 5.302 0.801 -1.288 -0.338
C 6.588 0.825 -1.797 -0.666
C 3.455 -0.294 -0.085 0.843
O 3.077 -1.469 0.446 -0.662
O 2.744 0.691 -0.117 -0.824
H 7.599 -2.275 -0.850 0.439
H 5.292 -2.318 0.043 0.471
H 4.652 1.659 -1.398 0.486
H 6.960 1.696 -2.319 0.443
```

As for the energy above the lowest of the compared OMol25 structures with the same formula, charge and spin: 110.1 kcal per mole. As for the total charge: +1. As for the multiplicity: 1. The total energy is -5439.2428 a.u. As for the LUMO energy (spin up / spin down): -4.457 / -3.434 eV.

=====

No. 2
Entry from OMol25: a structure of composition C57H40Cl5N5O5P2S3Ti (the ωB97M-V functional and the def2-TZVPD basis).

Structure (XYZ):
```
118
Properties=species:S:1:pos:R:3:mulliken_spin:R:1
Ti 0.104 1.305 0.255 0.025
Cl -1.053 -0.568 3.051 -0.006
C -2.273 0.374 2.215 -0.028
C -2.020 0.864 0.931 0.081
C -3.146 1.450 0.323 -0.036
Cl -3.101 2.127 -1.282 0.001
C -4.392 1.564 0.958 0.011
Cl -5.753 2.285 0.176 0.000
C -4.557 1.105 2.259 -0.012
Cl -6.075 1.266 3.067 0.000
C -3.485 0.500 2.896 0.017
Cl -3.685 -0.083 4.516 0.000
O -0.242 3.038 0.784 0.002
C 0.307 4.250 0.783 0.000
C -0.290 5.268 1.524 0.000
C 0.272 6.528 1.568 0.000
C 1.452 6.803 0.880 0.000
C 2.035 5.799 0.131 0.000
C 1.471 4.527 0.060 0.000
C 2.085 3.503 -0.786 0.000
N 2.032 2.195 -0.613 0.000
C 2.779 1.632 -1.627 0.000
C 3.298 2.613 -2.407 0.000
N 2.849 3.794 -1.860 0.000
H -1.205 5.037 2.054 0.000
H -0.211 7.304 2.149 0.000
H 1.902 7.785 0.924 0.000
H 2.958 5.999 -0.402 0.000
H 2.897 0.566 -1.707 0.000
H 3.897 2.581 -3.299 0.000
H 2.941 4.714 -2.254 0.000
O -1.747 -1.490 -2.174 0.015
P -2.577 -2.085 -1.025 0.195
C -0.892 -2.580 0.225 0.483
P 0.557 -2.013 -0.533 -0.103
O 0.794 -0.498 -0.499 -0.048
C 0.828 -2.707 -2.172 0.005
C 1.410 -1.922 -3.160 0.001
C 1.716 -2.477 -4.396 0.000
C 1.443 -3.814 -4.647 0.000
C 0.862 -4.598 -3.659 0.000
C 0.561 -4.049 -2.422 0.021
C 2.004 -2.763 0.299 0.054
C 3.220 -2.083 0.295 0.000
C 4.363 -2.682 0.806 0.001
C 4.303 -3.966 1.327 0.001
C 3.092 -4.648 1.344 0.006
C 1.951 -4.051 0.829 0.017
C -4.313 -1.450 -1.341 0.094
C -5.305 -1.634 -0.380 0.154
C -6.612 -1.231 -0.622 0.010
C -6.935 -0.623 -1.829 0.017
C -5.945 -0.412 -2.781 -0.002
C -4.639 -0.819 -2.537 0.019
C -2.912 -3.856 -1.428 -0.033
C -2.744 -4.286 -2.740 -0.008
C -2.941 -5.621 -3.078 0.003
C -3.315 -6.539 -2.105 -0.001
C -3.497 -6.115 -0.793 0.020
C -3.292 -4.782 -0.460 0.059
H -0.911 -3.666 0.289 -0.002
H -0.943 -2.128 1.214 -0.099
H 1.592 -0.872 -2.973 0.000
H 2.160 -1.858 -5.166 0.000
H 1.675 -4.244 -5.613 0.000
H 0.633 -5.639 -3.852 0.000
H 0.096 -4.669 -1.663 0.002
H 3.260 -1.068 -0.085 0.005
H 5.300 -2.139 0.806 0.000
H 5.194 -4.433 1.727 0.000
H 3.037 -5.646 1.761 0.000
H 1.010 -4.588 0.858 -0.014
H -5.049 -2.091 0.572 0.022
H -7.374 -1.378 0.134 0.001
H -7.953 -0.307 -2.022 0.001
H -6.191 0.079 -3.716 0.000
H -3.857 -0.646 -3.267 0.014
H -2.441 -3.562 -3.490 0.006
H -2.800 -5.944 -4.102 0.001
H -3.459 -7.581 -2.364 0.000
H -3.795 -6.825 -0.031 0.001
H -3.422 -4.459 0.569 0.009
N -0.496 0.565 -3.473 -0.001
C -0.352 1.729 -2.824 0.003
O -0.381 1.661 -1.542 0.003
C -0.195 2.935 -3.528 0.001
C -0.148 4.218 -2.921 0.000
N -0.070 5.292 -2.502 0.000
C -0.105 2.871 -4.948 0.000
N -0.001 2.769 -6.094 0.000
H -0.939 -0.199 -2.934 0.009
H -0.667 0.595 -4.466 0.000
O 1.090 1.007 1.737 -0.001
C 1.941 1.378 2.786 -0.001
C 2.037 0.189 3.737 0.000
C 2.012 -1.128 3.404 0.000
C 2.226 -1.987 4.519 -0.001
C 2.412 -1.290 5.675 0.000
S 2.310 0.396 5.419 0.000
C 3.338 1.698 2.273 0.000
C 3.790 2.854 1.707 0.000
C 5.138 2.774 1.267 0.000
C 5.686 1.550 1.518 0.000
S 4.578 0.509 2.280 0.000
C 1.358 2.564 3.552 0.000
C 2.013 3.590 4.174 0.000
C 1.150 4.419 4.945 0.000
C -0.142 3.992 4.901 0.000
S -0.317 2.600 3.940 -0.001
H 1.832 -1.470 2.398 0.014
H 2.238 -3.066 4.454 0.000
H 2.580 -1.677 6.668 0.000
H 3.181 3.742 1.624 0.000
H 5.664 3.583 0.781 0.000
H 6.689 1.213 1.306 0.000
H 3.079 3.740 4.104 0.000
H 1.481 5.290 5.493 0.000
H -1.006 4.430 5.375 0.000
```

As for the energy above the lowest of the compared OMol25 structures with the same formula, charge and spin: 0.0 kcal per mole. As for the total charge: -1. As for the multiplicity: 2. The total energy is -7874.0744 a.u. As for the LUMO energy (spin up / spin down): 1.977 / 1.974 eV.